Record 1
The following is a quantum chemistry calculation of 2 unconnected molecules or ions with the total composition C20H27Si, from the Open Molecules 2025 dataset.

Properties
HOMO (Eh): -0.4395
E (eV): -29048.7086
Largest force on an atom (eV/Å): 1.68
Energy relative to the best compared isomer or geometry (same formula, charge and spin) (eV): 0.750
Net charge: +1
LUMO (eV): -5.93
HOMO-LUMO gap (eV): 6.0

Last column: Mulliken charge in e.
Positions of all 48 atoms, in Å:
C 2.629 -2.557 -3.672  -1.074
Si 1.464 -1.655 -2.520  -0.057
C 2.502 -0.599 -1.367  -0.883
C 0.272 -0.439 -3.328  -0.959
C -0.960 -0.245 -2.411  0.379
C -1.797 -1.531 -2.319  -0.586
C -1.158 -2.796 -1.706  -0.837
H -1.512 -3.656 -2.295  0.286
C 0.374 -2.901 -1.618  -0.628
H 2.085 -3.285 -4.287  0.321
H 3.147 -1.846 -4.330  0.307
H 3.385 -3.092 -3.078  0.333
H 1.923 0.181 -0.854  0.165
H 3.007 -1.217 -0.611  0.332
H 3.271 -0.104 -1.982  0.363
H 0.793 0.514 -3.519  0.418
H -0.036 -0.853 -4.303  0.500
H -0.686 0.153 -1.375  -0.664
H -1.606 0.522 -2.867  0.413
H -2.719 -1.319 -1.754  0.296
H -2.128 -1.792 -3.339  0.432
H -1.584 -2.945 -0.700  0.264
H 0.705 -3.873 -2.018  0.504
H 0.658 -2.906 -0.556  0.410
C -0.550 0.967 1.085  0.093
C -1.725 1.203 1.845  0.196
C -3.024 0.892 1.332  -0.189
C -4.153 1.044 2.122  -0.648
C -4.061 1.504 3.447  -0.310
C -2.797 1.776 3.993  -0.786
C -1.654 1.616 3.219  -0.335
C 0.713 1.479 1.522  0.436
C 1.873 0.652 1.590  -0.550
C 3.024 1.121 2.218  -0.736
C 3.076 2.406 2.779  -0.437
C 1.964 3.259 2.669  -0.572
C 0.823 2.812 2.023  -0.428
H -0.582 0.218 0.303  0.676
H -3.098 0.494 0.317  0.421
H -5.139 0.790 1.718  0.401
H -4.953 1.621 4.065  0.411
H -2.702 2.088 5.033  0.402
H -0.679 1.729 3.693  0.423
H 1.809 -0.375 1.214  0.667
H 3.894 0.465 2.282  0.405
H 3.970 2.750 3.297  0.417
H 1.991 4.263 3.103  0.414
H -0.047 3.468 1.943  0.594


Record 2
The following is a quantum chemistry calculation of a molecular structure, C20H28B2F4N4O8P2Ti, from the Open Molecules 2025 dataset.

Properties
Spin multiplicity: 3
HOMO (spin up / spin down) (Eh): -0.3058 / -0.3493
⟨S²⟩: 2.0078
E (eV): -97459.9298
Largest force on an atom (eV/Å): 0.12
Energy relative to the best compared isomer or geometry (same formula, charge and spin) (eV): 0.000
LUMO (spin up / spin down) (eV): -0.61 / -1.47
HOMO-LUMO gap (spin up / spin down) (eV): 7.7 / 8.0

Last column: Mulliken charge in e.
Positions of all 69 atoms, in Å:
Ti -0.256 -0.687 -0.449  -0.368
C 3.511 -2.291 -2.282  -1.570
C 2.205 -2.085 -1.597  0.573
N 1.799 -0.931 -1.223  1.238
O 2.619 0.105 -1.552  -0.755
B 3.018 0.930 -0.371  0.874
F 3.750 0.134 0.512  -0.433
F 3.703 2.015 -0.853  -0.349
O 1.814 1.476 0.358  -0.681
N 1.059 0.460 0.874  1.016
C 1.275 0.114 2.089  -0.132
C 2.236 0.784 3.005  -2.251
C 0.477 -1.064 2.504  0.302
N -0.259 -1.536 1.567  1.535
O -1.070 -2.569 1.907  -0.733
B -0.664 -3.867 1.246  0.869
F 0.641 -4.161 1.665  -0.424
F -1.590 -4.802 1.599  -0.314
O -0.663 -3.764 -0.249  -0.779
N 0.215 -2.813 -0.673  1.025
C 1.293 -3.203 -1.235  0.144
C 1.668 -4.625 -1.456  -2.041
C 0.537 -1.660 3.867  -1.571
H 4.292 -1.768 -1.730  0.305
H 3.479 -1.849 -3.280  0.264
H 3.756 -3.345 -2.367  0.508
H 1.768 0.971 3.973  0.593
H 3.101 0.137 3.164  0.336
H 2.581 1.714 2.566  0.393
H 0.850 -5.273 -1.162  0.382
H 2.547 -4.869 -0.857  0.388
H 1.918 -4.792 -2.505  0.529
H -0.392 -1.466 4.409  0.217
H 1.369 -1.258 4.438  0.526
H 0.635 -2.741 3.775  0.315
O -3.698 -2.562 -2.084  -0.514
C -2.745 -2.002 -1.680  0.526
O -2.244 -1.437 -0.715  -0.839
C -1.392 -1.698 -3.160  0.512
O -1.758 -2.143 -4.190  -0.544
O -0.489 -1.059 -2.623  -0.690
C -1.837 1.706 -2.819  -1.235
P -0.410 1.648 -1.673  2.551
C 0.909 2.285 -2.745  -1.972
C -0.789 3.007 -0.516  0.175
C -0.425 4.327 -0.766  -1.050
C -0.743 5.325 0.140  -0.808
C -1.435 5.016 1.303  -0.826
C -1.802 3.705 1.559  -1.091
C -1.479 2.692 0.659  0.322
P -1.903 0.943 0.945  2.109
C -1.989 0.793 2.760  -1.872
C -3.677 0.838 0.530  -1.477
H -2.045 2.736 -3.110  0.440
H -2.728 1.275 -2.365  0.252
H -1.594 1.126 -3.710  0.409
H 0.542 3.121 -3.342  0.634
H 1.217 1.479 -3.410  0.364
H 1.773 2.584 -2.157  0.419
H 0.126 4.579 -1.662  0.377
H -0.445 6.347 -0.058  0.422
H -1.682 5.794 2.013  0.423
H -2.335 3.476 2.473  0.340
H -2.777 1.430 3.162  0.728
H -1.043 1.072 3.222  0.402
H -2.221 -0.244 3.006  0.381
H -4.235 1.600 1.075  0.463
H -4.040 -0.153 0.799  0.460
H -3.832 0.976 -0.538  0.279


Record 3
The following is a quantum chemistry calculation of C20H28BF13O7S in the gas phase, from the Open Molecules 2025 dataset.

Properties
HOMO (Eh): -0.3789
E (eV): -82366.1964
Largest force on an atom (eV/Å): 2.18
SMILES: COB(O)[C@]1(CCC(F)(F)C(F)(F)C(F)(F)C(F)(F)S(F)(F)(F)(F)F)OC(=O)O[C@H]1CCCCCCCCOC(C)=O
LUMO (eV): 0.09
HOMO-LUMO gap (eV): 10.4

Last column: Mulliken charge in e.
Positions of all 70 atoms, in Å:
C 0.483 -0.962 -6.386  -0.816
O -0.018 -0.741 -5.060  -0.541
B 0.141 0.523 -4.555  0.772
O -0.031 1.642 -5.326  -0.650
C 0.495 0.671 -2.982  1.190
C -0.775 0.623 -2.163  -1.317
C -1.270 -0.818 -2.073  -1.372
C -2.609 -0.925 -1.333  0.832
F -3.126 0.291 -1.053  -0.313
F -2.376 -1.513 -0.130  -0.392
C -3.679 -1.800 -2.061  0.450
F -4.170 -2.701 -1.182  -0.342
F -3.151 -2.488 -3.091  -0.269
C -4.936 -1.032 -2.587  0.636
F -5.767 -1.970 -3.098  -0.308
F -5.555 -0.466 -1.543  -0.257
C -4.612 -0.052 -3.751  0.377
F -3.397 0.527 -3.568  -0.143
F -4.521 -0.806 -4.878  -0.295
S -5.902 1.326 -4.038  1.496
F -5.630 1.833 -2.573  -0.282
F -7.043 0.374 -3.542  -0.292
F -6.169 0.878 -5.524  -0.308
F -4.774 2.307 -4.576  -0.307
F -6.959 2.472 -4.208  -0.295
O 1.217 1.930 -2.915  -0.538
C 2.498 1.637 -3.291  0.503
O 3.403 2.443 -3.298  -0.605
O 2.576 0.324 -3.641  -0.554
C 1.602 -0.310 -2.720  0.062
C 2.310 -0.355 -1.339  -1.981
C 1.668 0.416 -0.180  0.017
C 2.691 0.738 0.915  -1.005
C 1.964 1.265 2.174  -0.739
C 1.964 0.243 3.318  -0.897
C 2.077 0.877 4.721  -0.595
C 2.669 -0.130 5.700  -0.573
C 2.275 0.157 7.129  -0.700
O 3.249 -0.466 7.991  -0.264
C 2.787 -0.844 9.196  0.716
C 3.649 -1.878 9.855  -0.978
O 1.778 -0.392 9.710  -0.568
H -0.051 -0.353 -7.106  0.320
H 1.541 -0.736 -6.416  0.301
H 0.329 -1.996 -6.656  0.237
H -0.845 1.574 -5.826  0.282
H -0.629 1.053 -1.181  0.498
H -1.491 1.265 -2.663  0.510
H -0.542 -1.355 -1.483  0.549
H -1.330 -1.203 -3.082  0.663
H 1.405 -1.322 -3.027  0.831
H 3.349 -0.072 -1.436  0.649
H 2.329 -1.398 -1.038  0.437
H 0.929 -0.229 0.288  0.257
H 1.225 1.353 -0.480  0.489
H 3.266 -0.151 1.140  0.483
H 3.332 1.528 0.542  0.339
H 2.364 2.219 2.493  0.581
H 0.927 1.436 1.905  0.355
H 2.794 -0.449 3.230  0.437
H 1.049 -0.341 3.308  0.244
H 1.093 1.198 5.049  0.327
H 2.708 1.755 4.640  0.428
H 3.748 -0.108 5.603  0.308
H 2.320 -1.122 5.435  0.340
H 2.275 1.221 7.332  0.306
H 1.284 -0.227 7.333  0.408
H 3.189 -2.853 9.772  0.263
H 3.779 -1.614 10.894  0.296
H 4.625 -1.918 9.386  0.304


Record 4
The following is a quantum chemistry calculation of a molecular structure, C20H28BF4O18, from the Open Molecules 2025 dataset.

Properties
HOMO (Eh): -0.2797
E (eV): -69573.1278
Largest force on an atom (eV/Å): 11.44
Net charge: -1
LUMO (eV): 1.76
HOMO-LUMO gap (eV): 9.4

Last column: Mulliken charge in e.
Positions of all 71 atoms, in Å:
B 0.637 -0.094 -0.547  -0.552
F 2.024 -0.279 -0.327  -0.357
F 0.602 0.661 -1.710  -0.128
F -0.010 -1.309 -0.930  -1.767
F 0.032 0.513 0.521  0.936
C 1.979 1.506 0.783  -1.396
C 3.374 1.012 0.531  0.151
O 4.113 1.920 1.345  -0.432
C 3.364 2.705 2.113  0.562
O 3.790 3.494 2.967  -0.653
O 2.117 2.471 1.868  -0.421
H 1.275 0.722 1.063  1.118
H 1.530 1.903 -0.127  0.647
H 3.723 1.258 -0.472  0.234
H 3.703 0.039 0.898  0.240
C 0.865 1.829 3.388  -0.361
C 0.083 1.975 2.080  -0.252
O -0.930 1.078 2.227  0.230
C -1.082 0.662 3.416  0.212
O -2.052 -0.044 3.779  -0.658
O -0.036 1.047 4.135  -0.403
H 0.971 2.861 3.722  0.454
H 1.830 1.401 3.115  0.249
H 0.672 1.936 1.163  0.428
H -0.522 2.881 2.123  0.504
C -2.628 2.513 -0.603  -0.318
C -2.159 1.667 0.486  0.565
O -1.892 2.644 1.544  -0.376
C -2.290 3.831 1.184  0.767
O -2.364 4.777 2.001  -0.673
O -2.796 3.797 -0.011  -0.381
H -3.490 2.099 -1.126  0.476
H -1.850 2.722 -1.338  0.024
H -1.214 1.153 0.312  0.108
H -2.830 0.843 0.729  -0.056
C 1.714 -2.494 -0.412  1.001
C 2.691 -1.971 0.538  0.549
O 3.887 -2.692 0.197  -0.446
C 3.496 -3.848 -0.489  0.438
O 4.168 -4.788 -0.869  -0.603
O 2.190 -3.801 -0.643  -0.503
H 1.756 -1.847 -1.289  -0.257
H 0.702 -2.335 -0.039  -0.384
H 2.305 -2.216 1.528  0.383
H 2.657 -0.899 0.342  -0.781
C 0.384 -2.094 -2.601  -1.113
C -0.299 -0.812 -3.026  1.888
C 0.341 0.001 -4.098  -0.427
O -0.673 0.189 -5.151  -0.353
C -1.742 -0.454 -4.878  0.494
O -2.854 -0.377 -5.442  -0.643
O -1.553 -1.147 -3.661  -0.493
H 1.324 -2.088 -2.049  0.748
H 0.747 -2.689 -3.438  0.671
H -0.304 -2.678 -1.990  -0.309
H -0.700 -0.231 -2.195  -0.407
H 1.312 -0.327 -4.467  0.343
H 0.576 1.033 -3.838  0.214
C -2.107 -2.327 -0.806  -0.737
C -1.826 -1.819 0.656  1.265
C -2.068 -0.322 0.879  0.965
O -3.162 -0.300 1.737  -0.569
C -3.489 -1.551 2.173  0.531
O -4.496 -1.870 2.853  -0.668
O -2.697 -2.464 1.558  -0.420
H -3.170 -2.304 -1.049  0.383
H -1.798 -3.362 -0.955  0.308
H -1.674 -1.654 -1.546  -0.035
H -0.768 -1.965 0.870  -0.158
H -2.213 0.193 -0.071  -0.026
H -1.199 0.115 1.370  -0.570


> The highest E belongs to which entry?

C20H27Si


> Which value of largest force on an atom does entry 1 give?

1.68 eV/Å